The following is a DFT calculation (the ωB97M-V functional and the def2-TZVPD basis) of 2 unconnected molecules or ions with the total composition C20H22NO3.

Each line ends with the Löwdin charge.
Atoms and positions in Å:
C -0.736 -0.592 3.932  0.01
C -1.795 -0.478 2.913  -0.44
N -1.612 -0.145 1.674  0.10
C -2.930 -0.155 0.998  -0.18
C -3.875 -0.556 2.096  -0.13
O -3.063 -0.743 3.291  0.00
H 0.208 -0.356 3.436  0.07
H -0.903 0.111 4.753  0.10
H -0.688 -1.606 4.338  0.10
H -3.178 0.834 0.598  0.10
H -2.953 -0.885 0.182  0.11
H -4.609 0.227 2.297  0.12
H -4.374 -1.499 1.866  0.12
C -3.292 3.324 -3.993  -0.04
O -2.863 3.757 -2.684  -0.05
C -1.843 3.084 -2.097  -0.23
C -1.548 3.412 -0.747  0.02
C -0.601 2.693 -0.069  0.00
C 0.100 1.599 -0.675  -0.20
C 0.998 0.862 0.132  0.08
C 1.633 -0.375 -0.131  -0.18
C 2.690 -0.776 0.748  0.06
C 3.397 -1.932 0.503  -0.13
C 3.086 -2.725 -0.633  -0.18
O 3.923 -3.784 -0.806  0.03
C 4.924 -3.735 0.282  -0.09
C 4.548 -2.577 1.210  -0.09
C 2.012 -2.403 -1.482  0.04
C 1.280 -1.272 -1.198  0.01
C -0.137 1.369 -2.062  0.01
C -1.103 2.072 -2.755  0.01
H -4.110 4.001 -4.232  0.10
H -2.488 3.421 -4.734  0.10
H -3.646 2.285 -3.971  0.10
H -2.102 4.221 -0.274  0.13
H -0.363 2.935 0.967  0.13
H 1.257 1.324 1.086  0.13
H 2.946 -0.163 1.614  0.14
H 4.917 -4.707 0.788  0.13
H 5.909 -3.579 -0.176  0.13
H 5.387 -1.892 1.355  0.13
H 4.260 -2.963 2.195  0.13
H 1.801 -3.057 -2.326  0.13
H 0.392 -1.062 -1.790  0.11
H 0.454 0.645 -2.616  0.11
H -1.310 1.842 -3.804  0.12

Cartesian forces, eV/Å:
C 0.42 0.05 0.07
C -0.58 0.42 -2.11
N 0.27 -0.18 1.00
C 0.77 0.02 0.14
C -0.93 -0.24 0.55
O 0.02 0.06 -0.25
H -0.07 -0.06 0.21
H -0.04 -0.15 -0.08
H -0.09 0.15 -0.01
H 0.23 -0.11 -0.05
H 0.23 0.21 0.01
H -0.03 -0.25 0.20
H -0.07 0.12 0.30
C 0.04 0.14 0.10
O 1.04 -0.78 0.32
C -0.56 -0.03 -0.10
C -0.21 0.06 -0.42
C 0.37 -0.30 -0.05
C -0.13 0.47 -0.34
C -0.06 -0.35 -0.40
C 0.02 -0.40 0.05
C 0.12 -0.38 -0.10
C -0.44 0.02 -0.60
C 0.68 -0.09 0.17
O -0.77 1.35 0.73
C 0.27 -0.30 -0.30
C 0.14 -0.02 0.49
C 0.30 -0.34 0.10
C 0.10 0.33 0.15
C -0.19 0.05 0.18
C -0.17 0.12 0.06
H 0.08 -0.16 -0.11
H -0.20 0.10 0.22
H 0.06 0.27 0.10
H 0.15 -0.20 -0.13
H -0.20 -0.07 -0.22
H -0.12 -0.12 -0.14
H -0.09 -0.06 -0.28
H -0.09 0.24 -0.27
H -0.36 -0.13 -0.06
H -0.13 -0.07 -0.02
H -0.02 0.18 -0.14
H -0.16 0.20 0.23
H 0.26 -0.15 0.18
H -0.10 0.25 0.16
H 0.24 0.11 0.45

Summary:
- E (Ha) = -1055.5207
- charge = +1
- largest force on an atom (eV Å⁻¹) = 2.2
- energy above the lowest of the compared OMol25 structures with the same formula, charge and spin (kJ/mol) = 0.0

=====

The following is a DFT calculation (the ωB97M-V functional and the def2-TZVPD basis) of C20H22O4 in the gas phase.

Each line ends with the Löwdin charge.
Atoms and positions in Å:
O -0.036 -1.505 3.222  0.13
O -2.586 0.353 -1.078  0.10
O 1.248 2.129 -3.998  0.05
O 1.492 -0.294 0.922  0.11
C -0.578 -1.140 2.190  -0.31
C -2.044 -0.068 -0.043  -0.23
C -2.017 -1.379 1.992  0.09
C 0.116 -0.480 1.108  -0.08
C -0.561 0.073 0.077  -0.01
C -2.785 -0.819 0.998  -0.04
C 0.221 1.221 -2.080  0.06
C 2.632 1.475 -2.202  0.06
C 1.357 1.619 -2.763  -0.33
C 1.643 0.365 -0.298  -0.11
C 0.375 0.601 -0.837  -0.09
C 2.820 0.843 -0.953  -0.06
C -4.671 -1.940 -0.268  -0.04
C -4.859 -1.727 2.224  -0.08
C -5.065 0.313 0.888  -0.05
C 4.305 1.496 0.937  -0.04
C 5.436 1.161 -1.308  -0.06
C 4.468 -0.773 -0.076  -0.06
C -4.328 -1.053 0.963  -0.52
C 4.261 0.727 -0.385  -0.52
H 0.297 2.293 -4.244  0.14
H -2.408 -1.993 2.787  0.12
H -0.706 1.424 -2.530  0.10
H 3.430 1.884 -2.842  0.13
H -4.126 -2.900 -0.290  0.09
H -5.726 -2.159 -0.214  0.07
H -4.483 -1.419 -1.247  0.10
H -5.948 -1.718 2.227  0.09
H -4.563 -2.778 2.221  0.09
H -4.571 -1.207 3.126  0.09
H -6.151 0.210 0.760  0.09
H -4.945 0.874 1.831  0.09
H -4.749 0.917 0.050  0.07
H 4.430 2.581 0.747  0.10
H 5.083 1.148 1.579  0.08
H 3.378 1.382 1.485  0.08
H 5.336 2.179 -1.684  0.07
H 6.391 1.133 -0.785  0.08
H 5.525 0.501 -2.182  0.09
H 4.024 -1.161 0.880  0.10
H 4.073 -1.384 -0.857  0.07
H 5.564 -1.005 -0.049  0.09

Cartesian forces, eV/Å:
O -0.21 0.12 -0.42
O 0.51 -0.55 1.70
O -0.90 0.92 -1.34
O -0.67 -0.22 0.34
C 1.12 -0.71 1.16
C -0.22 0.85 -2.47
C -1.21 1.04 -1.29
C 1.55 1.22 -1.64
C -1.32 -0.79 0.74
C 0.21 -1.38 2.26
C 1.43 0.04 0.33
C -0.12 -0.33 0.30
C -0.89 -0.70 1.11
C -0.07 0.41 -0.11
C 0.37 0.55 -1.06
C 0.72 0.58 -0.74
C 0.47 0.61 -0.70
C 0.09 -0.51 -0.40
C -0.10 0.10 0.13
C -0.50 1.15 -0.60
C -0.82 -0.02 -0.36
C 1.13 -0.57 1.04
C 0.25 0.71 -0.70
C -0.36 -0.92 0.58
H 1.45 -0.36 0.53
H -0.31 -0.01 0.02
H -1.32 -0.04 -0.23
H -0.09 -0.43 0.78
H -0.10 0.43 0.22
H -0.44 -0.16 -0.07
H -0.07 -0.38 1.04
H -0.10 0.04 -0.28
H 0.14 0.00 0.43
H 0.35 -0.04 0.27
H 0.18 -0.45 0.06
H 0.20 -0.16 -0.39
H 0.35 0.18 -0.11
H 0.03 -0.48 0.15
H 0.81 -0.20 0.35
H -0.21 -0.10 0.12
H -0.18 0.10 0.05
H -0.15 -0.19 0.29
H -0.10 0.09 0.20
H 0.25 0.72 -0.78
H -0.34 -0.42 -0.69
H -0.81 0.24 0.19

Summary:
- E (Ha) = -1076.2467
- SMILES string = CC(C)(C)C1=CC(=O)c2oc3c(C(C)(C)C)cc(O)cc3c2C1=O
- largest force on an atom (eV Å⁻¹) = 2.7
- energy above the lowest of the compared OMol25 structures with the same formula, charge and spin (kJ/mol) = 207.3

=====

The following is a DFT calculation (the ωB97M-V functional and the def2-TZVPD basis) of 2 unconnected molecules or ions with the total composition C20H23BO7.

Each line ends with the Löwdin charge.
Atoms and positions in Å:
C 5.186 -1.491 1.461  -0.05
O 4.787 -0.117 1.758  -0.09
C 3.467 0.152 1.912  -0.28
C 3.086 1.517 1.964  0.00
C 1.752 1.855 1.808  -0.02
C 0.787 0.851 1.552  -0.21
C -0.546 1.068 0.851  -0.06
C -1.743 0.500 1.642  -0.18
C -2.998 0.942 1.179  -0.05
C -4.135 0.160 1.403  -0.09
C -4.072 -1.003 2.193  -0.10
C -2.860 -1.303 2.842  -0.09
C -1.697 -0.528 2.621  -0.04
C 1.172 -0.485 1.650  -0.07
C 2.491 -0.856 1.837  -0.02
H 6.267 -1.426 1.358  0.09
H 4.923 -2.167 2.280  0.09
H 4.734 -1.846 0.527  0.09
H 3.842 2.286 2.096  0.11
H 1.413 2.887 1.866  0.11
H -0.747 2.152 0.671  0.13
H -3.031 1.892 0.623  0.11
H -5.063 0.464 0.915  0.10
H -4.972 -1.632 2.320  0.10
H -2.829 -2.165 3.521  0.10
H -0.784 -0.760 3.214  0.11
H 0.423 -1.271 1.547  0.11
H 2.778 -1.909 1.826  0.11
C 2.832 1.386 -2.965  0.03
C 1.817 0.702 -2.122  -0.47
O 0.531 1.019 -2.411  0.22
B -0.519 0.223 -1.896  -0.65
H -0.469 0.697 -0.193  0.09
O -1.806 0.569 -2.339  0.23
C -2.393 1.778 -2.181  -0.44
C -3.519 2.084 -3.104  0.03
O -2.026 2.586 -1.314  0.07
O -0.232 -1.155 -1.922  0.21
C -0.959 -2.052 -1.221  -0.46
C -0.814 -3.472 -1.622  0.03
O -1.691 -1.729 -0.291  0.12
O 2.126 -0.069 -1.239  0.13
H 2.375 2.004 -3.729  0.09
H 3.475 1.992 -2.320  0.10
H 3.482 0.635 -3.422  0.10
H -4.021 1.202 -3.478  0.09
H -4.222 2.716 -2.580  0.09
H -3.172 2.672 -3.963  0.10
H 0.041 -3.662 -2.256  0.09
H -0.752 -4.082 -0.725  0.09
H -1.716 -3.811 -2.141  0.10

Cartesian forces, eV/Å:
C -0.34 1.11 0.28
O 0.60 -0.89 0.19
C -0.63 -0.03 -0.83
C 0.07 -0.75 0.29
C -0.80 -0.73 -0.23
C 0.31 -0.31 -0.86
C -0.05 1.87 2.56
C -0.18 -0.27 -0.58
C 0.11 -0.61 0.26
C 0.03 0.09 0.17
C 0.36 0.37 -0.16
C -0.13 0.46 0.02
C -0.49 -0.16 -0.29
C 0.06 -0.10 0.18
C 0.63 0.44 0.20
H -0.05 -0.12 0.00
H 0.06 0.12 -0.06
H 0.00 0.18 0.15
H -0.04 -0.19 -0.04
H 0.24 -0.03 -0.24
H 0.29 -0.77 0.21
H -0.12 -0.79 0.04
H 0.12 -0.15 0.33
H 0.70 0.39 -0.04
H 0.10 0.48 -0.23
H -0.75 0.17 -0.84
H 0.26 0.26 -0.31
H -0.17 0.41 0.02
C 0.27 0.26 -0.34
C 0.70 -1.04 1.25
O -0.51 0.08 0.81
B 0.38 -0.60 -2.53
H -0.22 -0.46 0.49
O -0.18 0.41 0.62
C 1.21 1.96 2.15
C -0.16 0.06 -0.42
O -0.62 -1.90 -2.19
O -0.50 0.04 0.65
C -1.50 0.68 1.81
C 0.09 -0.56 -0.29
O 1.22 -0.20 -1.61
O -0.40 0.75 -0.78
H 0.03 0.09 -0.08
H -0.16 -0.02 -0.03
H -0.17 0.05 0.04
H 0.00 -0.24 -0.04
H -0.14 0.07 0.18
H 0.17 -0.23 0.20
H 0.19 0.06 -0.14
H 0.07 0.05 0.11
H 0.04 0.24 -0.03

Summary:
- E (Ha) = -1327.5633
- SMILES string = CC(=O)OB(OC(C)=O)OC(C)=O.COc1ccc(Cc2ccccc2)cc1
- largest force on an atom (eV Å⁻¹) = 3.2
- energy above the lowest of the compared OMol25 structures with the same formula, charge and spin (kJ/mol) = 57.0

=====

The following is a DFT calculation (the ωB97M-V functional and the def2-TZVPD basis) of C20H23Cl2N3O2 in the gas phase.

Each line ends with the Löwdin charge.
Atoms and positions in Å:
O 1.483 -2.891 -0.956  0.06
Cl -0.781 3.548 1.097  0.75
Cl -3.348 2.866 7.065  0.67
N -2.434 3.383 -0.910  0.05
O -0.352 0.607 1.479  -0.12
C 2.037 -1.872 -1.362  -0.46
C -3.363 2.796 -1.693  -0.13
C -1.945 2.695 0.140  -0.64
C -3.881 1.520 -1.411  -0.06
C -1.695 1.612 5.364  -0.09
C -3.825 2.252 4.473  -0.09
C -3.395 0.818 -0.303  -0.03
C -1.368 1.082 4.110  -0.01
C -3.443 1.826 3.191  -0.02
C -2.938 2.197 5.525  -0.69
C -2.375 1.384 0.452  -0.19
C -2.225 1.200 3.014  -0.18
N 3.268 -1.981 -2.057  -0.05
N 1.490 -0.709 -0.904  -0.02
C -1.790 0.638 1.661  -0.24
C 3.226 -0.131 -3.715  -0.09
C 3.232 -3.980 -3.451  -0.09
C 3.964 -0.800 -2.569  -0.21
C 3.847 -3.294 -2.246  -0.23
C 1.714 -0.383 0.513  -0.06
C 0.018 -0.672 -0.678  -0.06
C 0.236 -0.535 0.833  -0.25
H -3.742 3.332 -2.567  0.11
H -4.633 1.114 -2.064  0.09
H -1.016 1.584 6.203  0.10
H -4.816 2.681 4.637  0.11
H -3.830 -0.187 -0.159  0.13
H -0.414 0.604 4.019  0.11
H -4.155 1.880 2.377  0.12
H -2.196 -0.394 1.678  0.16
H 2.305 0.310 -3.360  0.06
H 2.980 -0.824 -4.525  0.07
H 3.847 0.642 -4.139  0.07
H 3.488 -3.388 -4.374  0.08
H 2.133 -4.039 -3.370  0.08
H 3.691 -4.973 -3.588  0.07
H 4.081 -0.012 -1.789  0.12
H 4.974 -1.100 -2.871  0.11
H 4.953 -3.245 -2.413  0.13
H 3.613 -3.871 -1.364  0.11
H 2.106 0.610 0.677  0.12
H 2.307 -1.098 1.079  0.13
H -0.439 0.193 -1.150  0.11
H -0.609 -1.553 -0.967  0.14
H 0.014 -1.444 1.367  0.15

Cartesian forces, eV/Å:
O 0.30 -0.99 -1.01
Cl -0.19 -0.19 -0.08
Cl -0.19 0.06 0.17
N 0.01 -0.76 0.24
O -0.10 -0.39 0.63
C 1.59 -3.44 0.66
C 0.16 -0.79 0.93
C -1.25 0.02 -1.44
C 0.64 0.88 0.16
C -0.14 -0.25 -0.84
C -0.55 0.42 -0.67
C -0.27 0.16 -1.12
C -0.19 0.41 0.76
C -0.51 -0.37 0.79
C 0.26 -0.15 -0.09
C 0.03 -0.03 1.18
C 1.20 0.30 -0.05
N -1.40 1.91 1.22
N -0.24 2.80 -0.91
C 0.27 -0.53 -0.80
C 0.07 -0.44 -0.38
C 0.29 0.19 -1.24
C -0.26 0.65 0.29
C -0.04 -0.27 -0.46
C 0.42 -0.03 1.02
C -1.05 -0.92 -0.38
C -1.02 1.25 -0.31
H 0.33 0.11 0.37
H -0.17 -0.18 -0.03
H 0.14 -0.13 -0.04
H 0.33 -0.09 -0.12
H 0.61 0.57 0.44
H 0.35 -0.14 -0.30
H 0.04 0.19 -0.01
H 0.29 0.22 -0.40
H -0.24 0.13 0.10
H 0.07 -0.07 0.15
H 0.18 0.44 -0.15
H -0.33 -0.53 0.76
H 0.55 -0.13 0.04
H -0.41 0.22 0.06
H 0.01 -0.70 -0.18
H -0.24 -0.05 0.07
H -0.90 0.30 0.47
H 0.20 -0.23 0.34
H 0.04 0.36 -0.03
H 0.35 -0.16 -0.22
H 0.18 0.30 0.06
H 0.99 0.43 0.04
H -0.17 -0.35 0.30

Summary:
- E (Ha) = -2010.9979
- SMILES string = CCN(CC)C(=O)N1CC(O[C@@H](c2ccc(Cl)cc2)c2cccnc2Cl)C1
- largest force on an atom (eV Å⁻¹) = 3.8
- energy above the lowest of the compared OMol25 structures with the same formula, charge and spin (kJ/mol) = 95.5

=====

The following is a DFT calculation (the ωB97M-V functional and the def2-TZVPD basis) of a molecular structure, C20H23F3MnN7OS.

Each line ends with the Löwdin spin population.
Atoms and positions in Å:
Mn 0.200 -0.833 -0.675  1.41
C -4.646 1.609 -2.166  0.00
C -3.397 2.481 -2.126  0.00
N -2.760 2.524 -0.802  0.01
C -3.223 3.550 0.149  0.00
C -4.208 3.005 1.175  0.00
C -1.842 1.645 -0.435  0.00
S -1.410 0.395 -1.561  -0.01
N -1.344 1.797 0.804  0.00
C -0.268 1.232 1.258  0.00
O 0.504 0.387 0.635  -0.01
C 0.180 1.583 2.623  0.00
C -0.583 2.428 3.426  0.00
C -0.156 2.739 4.705  0.00
C 1.041 2.220 5.187  0.00
C 1.809 1.384 4.388  0.00
C 1.378 1.063 3.111  0.00
H -5.033 1.583 -3.185  0.00
H -5.430 1.999 -1.516  0.00
H -4.416 0.587 -1.863  0.00
H -3.636 3.508 -2.395  0.00
H -2.668 2.122 -2.849  0.00
H -3.687 4.336 -0.444  0.00
H -2.358 3.974 0.650  0.00
H -5.078 2.556 0.695  0.00
H -4.556 3.820 1.810  0.00
H -3.731 2.254 1.805  0.00
H -1.509 2.833 3.039  0.00
H -0.753 3.391 5.329  0.00
H 1.374 2.470 6.186  0.00
H 2.742 0.984 4.762  0.00
H 1.972 0.415 2.481  0.00
C 3.226 -4.669 -2.592  -0.03
C 3.837 -3.436 -2.811  0.00
C 3.069 -2.294 -2.933  -0.03
C 1.676 -2.389 -2.848  -0.03
C 1.063 -3.628 -2.637  -0.03
C 1.843 -4.762 -2.512  0.00
H 3.835 -5.558 -2.494  0.00
H 4.914 -3.373 -2.896  0.00
H 3.527 -1.331 -3.112  0.00
H -0.015 -3.688 -2.563  0.00
H 1.372 -5.723 -2.353  0.00
F 1.430 -0.078 -3.369  -0.06
C 0.852 -1.197 -2.964  -0.22
F -0.317 -1.357 -3.573  -0.06
F -0.699 -2.252 -0.334  0.07
N 1.934 -3.688 1.020  0.00
N 2.608 -2.548 0.673  0.00
N 3.882 -2.368 0.880  0.00
C 4.094 -1.194 0.267  0.00
N 2.983 -0.706 -0.290  0.00
N 2.056 -1.597 -0.006  0.00
H 2.318 -4.025 1.895  0.00
H 0.949 -3.464 1.120  0.00
H 5.055 -0.712 0.232  0.00

Cartesian forces, eV/Å:
Mn -0.36 -0.34 -0.73
C 0.05 0.00 0.04
C -0.12 -0.03 -0.01
N 0.02 -0.06 -0.11
C -0.09 0.03 0.07
C 0.00 -0.02 0.00
C 0.10 -0.16 0.08
S 0.06 -0.01 -0.25
N -0.17 0.24 0.16
C 0.16 -0.17 -0.31
O 0.02 0.30 0.31
C 0.13 -0.07 0.07
C -0.04 0.02 -0.01
C 0.04 -0.01 0.03
C -0.07 0.01 -0.04
C -0.02 0.00 -0.03
C 0.03 0.00 0.07
H -0.01 0.00 0.02
H 0.02 -0.01 -0.03
H -0.02 0.03 -0.01
H 0.01 0.02 0.03
H 0.04 0.03 0.00
H 0.01 -0.02 -0.04
H 0.05 0.01 -0.03
H 0.02 0.03 0.02
H 0.00 -0.02 0.00
H -0.02 0.02 -0.03
H 0.02 -0.01 0.01
H 0.01 -0.01 -0.01
H 0.00 0.00 -0.01
H -0.01 0.00 -0.01
H 0.00 0.01 -0.01
C 0.05 0.11 -0.03
C -0.03 -0.11 0.03
C -0.06 0.13 -0.02
C 0.19 -0.26 -0.03
C -0.07 0.09 0.00
C -0.01 -0.04 0.01
H -0.02 0.01 0.00
H -0.02 0.01 0.00
H 0.02 -0.03 0.01
H 0.01 -0.02 0.00
H 0.00 0.02 0.00
F -0.06 -0.20 0.14
C -0.29 0.36 0.44
F 0.12 0.05 0.16
F 0.30 -0.04 0.20
N -0.16 -0.34 0.19
N 0.31 0.30 -0.12
N 0.05 0.15 -0.07
C -0.17 -0.17 0.03
N 0.32 -0.40 0.35
N -0.28 0.57 -0.50
H 0.05 -0.03 0.02
H -0.07 0.02 -0.08
H -0.01 -0.02 0.01

Summary:
- E (Ha) = -3082.9457
- charge = +1
- largest force on an atom (eV Å⁻¹) = 0.9
- spin multiplicity = 2
- energy above the lowest of the compared OMol25 structures with the same formula, charge and spin (kJ/mol) = 116.2